DFT (the ωB97M-V functional and the def2-TZVPD basis) results for a single C7H10O molecule in a non-equilibrium geometry.

Computed properties:
ΔE to the lowest compared entry with this formula, charge and spin: 649.7 kJ/mol
Highest occupied orbital energy: -8.51 eV
Lowest unoccupied orbital energy: 0.9 eV

Structure (ORCA input):
```
! wB97M-V def2-TZVPD RIJCOSX def2/J DEFGRID3
* xyz 0 1
C -2.11006 -0.67506 -0.52344
C -1.05753 -0.06194 -0.13162
C -0.81473 1.31294 0.38615
C 0.79634 1.52933 0.35208
C 0.97177 0.51019 -0.72682
O 1.47268 -0.84621 -0.98153
C 0.29124 -0.64622 -0.10798
C 0.52259 -1.26383 1.31686
H -3.20150 -0.18292 -0.24951
H -2.16012 -1.64777 -0.94338
H -1.33754 1.71502 1.39057
H -1.04459 2.13024 -0.40388
H 0.97398 2.48487 0.04398
H 1.36305 1.40123 1.30140
H 0.56408 0.87016 -1.69316
H -0.47350 -0.78902 1.79100
H 0.40840 -2.41288 1.54904
H 1.52845 -1.03163 1.67479
*
```

Let us look at the Mulliken charges, expressed in e, one per atom: number 1, C, carries -1.053; number 2, C, carries -0.296; number 3, C, carries -0.302; number 4, C, carries -0.813; number 5, C, carries 0.040; number 6, O, carries -0.506; number 7, C, carries 1.137; number 8, C, carries -1.087; number 9, H, carries 0.183; number 10, H, carries 0.352; number 11, H, carries 0.276; number 12, H, carries 0.306; number 13, H, carries 0.427; number 14, H, carries 0.243; number 15, H, carries 0.237; number 16, H, carries 0.267; number 17, H, carries 0.280; number 18, H, carries 0.309

DFT (the ωB97M-V functional and the def2-TZVPD basis) results for a single C7H10O2 molecule in a non-equilibrium geometry.

Computed properties:
ΔE to the lowest compared entry with this formula, charge and spin: 355.7 kJ/mol
Highest occupied orbital energy (spin up / spin down): -6.81 / -6.80 eV
Lowest unoccupied orbital energy (spin up / spin down): 0.9 / 0.9 eV

Structure (ORCA input):
```
! wB97M-V def2-TZVPD RIJCOSX def2/J DEFGRID3
* xyz 0 1
C 0.67314 1.31790 1.99602
O 0.00244 0.12090 1.69154
C -0.18746 -0.18054 0.40186
C -0.81409 -1.25355 -0.16779
C -1.62531 -2.26685 0.58177
C -0.59632 -1.30371 -1.54766
O 0.16937 -0.33784 -2.03420
C 0.68789 0.47369 -1.13445
C 1.27228 1.79231 -1.46577
H 1.66040 1.32905 1.52474
H 0.78065 1.33319 3.08038
H 0.10622 2.20030 1.67930
H -1.05268 -3.18794 0.69295
H -1.87033 -1.89215 1.57168
H -2.54454 -2.50092 0.04920
H -0.94446 -2.04478 -2.24214
H 2.36354 1.77445 -1.37671
H 1.02101 2.05512 -2.49601
H 0.89826 2.57138 -0.80471
*
```

Let us look at the Mulliken charges, expressed in e, one per atom: number 1, C, carries -0.678; number 2, O, carries -0.387; number 3, C, carries 0.229; number 4, C, carries 0.671; number 5, C, carries -1.264; number 6, C, carries -0.662; number 7, O, carries -0.339; number 8, C, carries 0.372; number 9, C, carries -1.109; number 10, H, carries 0.308; number 11, H, carries 0.249; number 12, H, carries 0.285; number 13, H, carries 0.277; number 14, H, carries 0.334; number 15, H, carries 0.349; number 16, H, carries 0.453; number 17, H, carries 0.276; number 18, H, carries 0.356; number 19, H, carries 0.280

DFT (the ωB97M-V functional and the def2-TZVPD basis) results for a single C7H10O2 molecule in a non-equilibrium geometry.

Computed properties:
ΔE to the lowest compared entry with this formula, charge and spin: 317.2 kJ/mol
Highest occupied orbital energy: -9.28 eV
Lowest unoccupied orbital energy: 0.8 eV

Structure (ORCA input):
```
! wB97M-V def2-TZVPD RIJCOSX def2/J DEFGRID3
* xyz 0 1
O -0.68623 2.22318 0.48387
C -0.01152 1.23384 0.23623
C 1.40411 1.21845 -0.16872
C 1.64474 -0.11830 -0.80146
C 0.60881 -1.15028 -0.34638
C 0.12331 -1.13625 1.07365
C -0.53874 -0.13050 0.17048
C -1.94574 -0.38148 0.11214
O -2.54354 0.20446 -0.97270
H 1.28478 2.12372 -0.83574
H 2.10119 1.39996 0.63641
H 1.79249 -0.07680 -1.86474
H 2.70182 -0.41402 -0.39416
H 0.50369 -2.07011 -1.02550
H 0.76208 -0.85420 1.91662
H -0.57079 -2.06609 1.26108
H -2.27281 -1.55543 0.20104
H -2.12296 0.51169 1.02655
H -2.23468 1.03817 -0.70865
*
```

Let us look at the Mulliken charges, expressed in e, one per atom: number 1, O, carries -0.644; number 2, C, carries 0.427; number 3, C, carries -0.586; number 4, C, carries -0.756; number 5, C, carries -0.270; number 6, C, carries -0.836; number 7, C, carries 0.946; number 8, C, carries -0.700; number 9, O, carries -0.525; number 10, H, carries 0.258; number 11, H, carries 0.307; number 12, H, carries 0.376; number 13, H, carries 0.240; number 14, H, carries 0.281; number 15, H, carries 0.272; number 16, H, carries 0.211; number 17, H, carries 0.272; number 18, H, carries 0.319; number 19, H, carries 0.407

DFT (the ωB97M-V functional and the def2-TZVPD basis) results for a single C7H10O2 molecule in a non-equilibrium geometry.

Computed properties:
ΔE to the lowest compared entry with this formula, charge and spin: 75.8 kJ/mol
Highest occupied orbital energy: -9.55 eV
Lowest unoccupied orbital energy: 0.6 eV

Structure (ORCA input):
```
! wB97M-V def2-TZVPD RIJCOSX def2/J DEFGRID3
* xyz 0 1
C -1.00765 1.40078 -1.99723
C -1.18682 1.05230 -0.54555
O -2.27287 0.79659 -0.04411
C 0.05303 1.19239 0.35463
C 0.75796 0.09298 0.61195
C 2.05471 -0.00500 1.33520
C 0.23711 -1.15043 -0.05895
C -0.80180 -1.94837 0.68561
O 0.77216 -1.53941 -1.09556
H -1.80859 2.07467 -2.31003
H -0.04628 1.89310 -2.16598
H -1.04039 0.48451 -2.59181
H 0.28701 2.20032 0.66573
H 2.79860 -0.51659 0.71559
H 2.44993 0.98535 1.58349
H 1.93354 -0.57030 2.26387
H -1.07017 -1.47524 1.63308
H -1.70148 -2.02087 0.06933
H -0.40799 -2.94678 0.89074
*
```

Let us look at the Mulliken charges, expressed in e, one per atom: number 1, C, carries -1.103; number 2, C, carries 0.576; number 3, O, carries -0.550; number 4, C, carries -0.585; number 5, C, carries 0.755; number 6, C, carries -1.434; number 7, C, carries 0.566; number 8, C, carries -1.141; number 9, O, carries -0.568; number 10, H, carries 0.386; number 11, H, carries 0.350; number 12, H, carries 0.256; number 13, H, carries 0.456; number 14, H, carries 0.337; number 15, H, carries 0.376; number 16, H, carries 0.305; number 17, H, carries 0.332; number 18, H, carries 0.299; number 19, H, carries 0.388

DFT (the ωB97M-V functional and the def2-TZVPD basis) results for 2 unconnected molecules or ions with the total composition C7H10O2 in a non-equilibrium geometry.

Computed properties:
ΔE to the lowest compared entry with this formula, charge and spin: 370.7 kJ/mol
Highest occupied orbital energy: -7.82 eV
Lowest unoccupied orbital energy: 0.3 eV

Structure (ORCA input):
```
! wB97M-V def2-TZVPD RIJCOSX def2/J DEFGRID3
* xyz 0 1
C 0.39209 -0.85598 -0.54085
C -0.90287 -0.43459 -0.75749
C 0.81644 -1.67503 0.64361
C -2.05843 -0.75823 0.15624
C 1.55400 1.16660 -0.03286
C -0.77270 1.78351 -0.42028
C 0.52992 2.09615 -0.11772
O 2.72078 1.71350 0.35002
O -1.86900 2.15793 -0.58273
H 3.37860 1.00867 0.39788
H 1.04434 -0.91239 -1.40287
H -1.17421 -0.21919 -1.78703
H 0.67632 3.15367 0.08554
H 1.89993 -1.67782 0.75016
H 0.48046 -2.71075 0.51711
H 0.38429 -1.30451 1.57244
H -2.45732 -1.75480 -0.05789
H -1.77283 -0.73336 1.20980
H -2.86981 -0.04339 0.01693
*
```

Let us look at the Mulliken charges, expressed in e, one per atom: number 1, C, carries 0.068; number 2, C, carries -0.312; number 3, C, carries -1.314; number 4, C, carries -1.211; number 5, C, carries -0.032; number 6, C, carries 0.633; number 7, C, carries -0.600; number 8, O, carries -0.452; number 9, O, carries -0.434; number 10, H, carries 0.377; number 11, H, carries 0.411; number 12, H, carries 0.449; number 13, H, carries 0.374; number 14, H, carries 0.362; number 15, H, carries 0.365; number 16, H, carries 0.324; number 17, H, carries 0.300; number 18, H, carries 0.314; number 19, H, carries 0.378

DFT (the ωB97M-V functional and the def2-TZVPD basis) results for a single C7H10O2S molecule in a non-equilibrium geometry.

Computed properties:
ΔE to the lowest compared entry with this formula, charge and spin: 215.4 kJ/mol
Highest occupied orbital energy: -8.97 eV
Lowest unoccupied orbital energy: 0.5 eV

Structure (ORCA input):
```
! wB97M-V def2-TZVPD RIJCOSX def2/J DEFGRID3
* xyz 0 1
C -0.98575 -0.25015 -1.32941
C 0.31254 -0.05251 -1.68521
C 0.33445 1.13837 -0.53718
C -1.11404 0.69627 -0.21830
C -1.32114 0.14641 1.21566
C -2.06573 1.88876 -0.45984
C 1.94817 0.69589 -3.57456
O 1.17130 1.96014 -0.32064
O 2.60739 -1.38431 -1.91270
S 1.51919 -0.93004 -2.79423
H -1.81851 -0.79275 -1.72566
H -0.75974 0.77161 1.77726
H -1.04858 -0.88074 1.28985
H -2.32006 0.14467 1.46695
H -2.27219 2.48501 0.37470
H -3.01372 1.61804 -0.90007
H -1.49811 2.56356 -1.22404
H 2.77466 0.59366 -4.25505
H 2.22053 1.50141 -2.85142
H 1.04690 1.20151 -4.03740
*
```

Let us look at the Mulliken charges, expressed in e, one per atom: number 1, C, carries -0.666; number 2, C, carries -0.080; number 3, C, carries -0.211; number 4, C, carries 1.953; number 5, C, carries -1.777; number 6, C, carries -1.522; number 7, C, carries -0.961; number 8, O, carries -0.527; number 9, O, carries -0.569; number 10, S, carries 0.410; number 11, H, carries 0.452; number 12, H, carries 0.448; number 13, H, carries 0.429; number 14, H, carries 0.493; number 15, H, carries 0.418; number 16, H, carries 0.371; number 17, H, carries 0.332; number 18, H, carries 0.387; number 19, H, carries 0.280; number 20, H, carries 0.341

Please write out number 2 again, unchanged.
DFT (the ωB97M-V functional and the def2-TZVPD basis) results for a single C7H10O2 molecule in a non-equilibrium geometry.

Computed properties:
ΔE to the lowest compared entry with this formula, charge and spin: 355.7 kJ/mol
Highest occupied orbital energy (spin up / spin down): -6.81 / -6.80 eV
Lowest unoccupied orbital energy (spin up / spin down): 0.9 / 0.9 eV

Structure (ORCA input):
```
! wB97M-V def2-TZVPD RIJCOSX def2/J DEFGRID3
* xyz 0 1
C 0.67314 1.31790 1.99602
O 0.00244 0.12090 1.69154
C -0.18746 -0.18054 0.40186
C -0.81409 -1.25355 -0.16779
C -1.62531 -2.26685 0.58177
C -0.59632 -1.30371 -1.54766
O 0.16937 -0.33784 -2.03420
C 0.68789 0.47369 -1.13445
C 1.27228 1.79231 -1.46577
H 1.66040 1.32905 1.52474
H 0.78065 1.33319 3.08038
H 0.10622 2.20030 1.67930
H -1.05268 -3.18794 0.69295
H -1.87033 -1.89215 1.57168
H -2.54454 -2.50092 0.04920
H -0.94446 -2.04478 -2.24214
H 2.36354 1.77445 -1.37671
H 1.02101 2.05512 -2.49601
H 0.89826 2.57138 -0.80471
*
```

Let us look at the Mulliken charges, expressed in e, one per atom: number 1, C, carries -0.678; number 2, O, carries -0.387; number 3, C, carries 0.229; number 4, C, carries 0.671; number 5, C, carries -1.264; number 6, C, carries -0.662; number 7, O, carries -0.339; number 8, C, carries 0.372; number 9, C, carries -1.109; number 10, H, carries 0.308; number 11, H, carries 0.249; number 12, H, carries 0.285; number 13, H, carries 0.277; number 14, H, carries 0.334; number 15, H, carries 0.349; number 16, H, carries 0.453; number 17, H, carries 0.276; number 18, H, carries 0.356; number 19, H, carries 0.280